Version P
Entry from the OMol25 dataset: 2 unconnected molecules or ions with the total composition C5H12N2 (ωB97M-V/def2-TZVPD).

Each line ends with the natural charge from an NBO analysis.
Atoms and positions in Å:
1 N 0.99625 -0.42050 0.54987  -0.622
2 N 1.98558 1.03295 -0.95053  -0.729
3 C 1.41625 0.82827 0.18970  0.452
4 C -1.39447 -0.75548 -1.92140  -0.394
5 C -2.54507 -1.35776 -1.61002  -0.390
6 C 0.10619 -0.71249 1.64677  -0.411
7 C 1.18959 2.02225 1.08428  -0.676
8 H 0.24243 2.49587 0.81009  0.232
9 H -0.68557 -1.21399 -2.60317  0.193
10 H 1.99833 2.74670 0.94950  0.249
11 H -0.29272 -1.72600 1.53984  0.214
12 H 1.05331 -1.14686 -0.15300  0.390
13 H -1.14014 0.21704 -1.50848  0.201
14 H 2.07460 0.15004 -1.45510  0.311
15 H -3.25695 -0.88961 -0.93740  0.194
16 H 1.15644 1.72995 2.13603  0.212
17 H -0.74057 -0.01950 1.66668  0.189
18 H 0.64063 -0.65772 2.59955  0.191
19 H -2.80412 -2.32316 -2.03323  0.194

multiplicity: 1
SMILES string: [H]/N=C(/C)NC.C=C
charge: 0
gap between HOMO and LUMO: 9.52 eV


Version Q
Entry from the OMol25 dataset: a molecular structure, C5H12N2 (ωB97M-V/def2-TZVPD).

Each line ends with the natural charge from an NBO analysis.
Atoms and positions in Å:
1 N 1.47120 -1.23806 -0.26274  -0.803
2 N -0.91871 0.53255 1.26186  -0.625
3 C -0.69929 -0.84134 1.73875  -0.431
4 C 0.60899 -0.89666 -1.49890  -0.389
5 C -0.34585 0.91841 0.01627  0.214
6 C -0.64904 0.03364 -1.16535  -0.462
7 C 0.38388 2.07845 -0.09598  -0.505
8 H -1.33428 -1.52847 1.16572  0.181
9 H 0.35129 -1.17455 1.71462  0.219
10 H 2.10628 -2.13570 -0.52565  0.352
11 H 0.17030 -1.65224 -2.26792  0.202
12 H -0.63731 1.21908 1.99295  0.369
13 H 1.32240 -0.23036 -2.09941  0.215
14 H -0.82451 0.64973 -2.06046  0.243
15 H 0.38361 -1.55704 -0.48831  0.413
16 H 0.78221 2.40362 -1.02311  0.198
17 H -1.54563 -0.54570 -0.92890  0.214
18 H 0.65213 2.64132 0.78927  0.192
19 H -1.08606 -0.90610 2.76864  0.203

multiplicity: 1
charge: 0
gap between HOMO and LUMO: 8.83 eV


Stability check: which of them is most stable? version P.


Version P
Entry from the OMol25 dataset: C7H14N2 in the gas phase (ωB97M-V/def2-TZVPD).

Each line ends with the natural charge from an NBO analysis.
Atoms and positions in Å:
1 N 1.62064 1.89638 0.37657  -0.632
2 N 1.12166 0.83626 -0.30016  -0.249
3 C -0.31868 -0.41494 0.92390  -0.082
4 C 2.01479 -0.20908 -0.57450  -0.293
5 C 0.52979 -1.59216 0.80887  -0.244
6 C -1.65032 -0.21892 0.25438  -0.253
7 C -1.97575 1.19375 0.23309  -0.609
8 C 1.64473 -1.52750 0.06283  -0.186
9 C -1.48797 -0.78033 -1.21688  -0.608
10 H -2.92612 1.46854 -0.22380  0.207
11 H 2.53812 2.01304 0.60312  0.358
12 H -0.55640 -0.28032 -1.66043  0.213
13 H 2.26521 -2.32674 0.15772  0.201
14 H -0.23178 0.02127 1.83057  0.178
15 H 0.92996 2.58524 0.41683  0.378
16 H 0.52594 -2.46650 1.49787  0.217
17 H -2.51781 -0.95500 0.64854  0.201
18 H -1.26019 1.69327 -0.27997  0.213
19 H -2.08907 1.65233 1.20157  0.199
20 H -2.33902 -0.66545 -1.87224  0.208
21 H -1.17801 -1.75034 -1.02707  0.205
22 H 3.06164 0.14782 -0.16483  0.163
23 H 2.27866 -0.32062 -1.69598  0.217

multiplicity: 1
charge: 0
gap between HOMO and LUMO (alpha / beta): 7.82 / 8.29 eV


Version Q
Entry from the OMol25 dataset: C7H14N2 in the gas phase (ωB97M-V/def2-TZVPD).

Each line ends with the natural charge from an NBO analysis.
Atoms and positions in Å:
1 N 1.88615 -0.89748 -2.01869  -0.636
2 N 0.04831 -0.54473 -0.39056  -0.523
3 C -2.08796 0.61509 -0.12826  -0.171
4 C -0.42857 -1.84699 0.04739  -0.413
5 C -2.64434 1.42523 -1.02793  -0.420
6 C 1.58955 -0.44030 -0.86588  0.473
7 C 2.68719 -0.00597 0.06661  -0.696
8 C -0.15131 0.82907 1.69699  -0.650
9 C -0.38389 0.64757 0.21006  -0.031
10 H 2.62224 1.06764 0.25406  0.226
11 H -0.02313 1.52397 -0.33727  0.204
12 H -0.87762 1.53729 2.10906  0.222
13 H -0.23484 -0.10052 2.26328  0.208
14 H 1.03848 -1.18861 -2.51197  0.350
15 H 0.82662 1.28361 1.88063  0.211
16 H 0.38397 -2.58073 0.03623  0.211
17 H -2.70356 -0.08417 0.43316  0.189
18 H 2.58798 -0.53468 1.01830  0.226
19 H -1.19865 -2.20132 -0.64232  0.196
20 H 3.67090 -0.24396 -0.35091  0.246
21 H -3.72254 1.46475 -1.17479  0.200
22 H -0.84099 -1.83012 1.06070  0.187
23 H -2.04400 2.10539 -1.62790  0.192

multiplicity: 1
SMILES string: [H]/N=C(/C)N(C)[C@H](C)C=C
charge: 0
gap between HOMO and LUMO: 9.31 eV


Stability check: which of them is most stable? version Q.


Version P
Entry from the OMol25 dataset: 2 unconnected molecules or ions with the total composition C7H14N2 (ωB97M-V/def2-TZVPD).

Each line ends with the natural charge from an NBO analysis.
Atoms and positions in Å:
1 N 0.04130 -2.09667 0.57374  -0.465
2 N -2.11434 -2.07080 0.98569  -0.514
3 C 1.12178 2.82666 0.20312  -0.398
4 C -0.91200 -2.58422 1.33896  0.148
5 C 2.22289 1.75318 0.33733  -0.624
6 C -1.90179 -1.21544 -0.06642  -0.136
7 C 0.21526 -0.53641 -1.36121  -0.649
8 C 1.02411 3.35803 -1.22049  -0.616
9 C -0.53011 -1.20800 -0.30555  0.099
10 H -0.61922 -3.15888 2.19866  0.206
11 H -2.98160 -2.33399 1.41906  0.417
12 H 1.24314 -0.89671 -1.43058  0.236
13 H 1.82997 3.96701 -1.67258  0.210
14 H 0.22771 0.53494 -1.14792  0.218
15 H 1.30107 3.58984 0.94222  0.199
16 H 0.13908 2.35608 0.45390  0.196
17 H 0.91942 2.52877 -1.93213  0.197
18 H 1.77884 0.84587 -0.09289  0.213
19 H 2.49000 1.75716 1.40126  0.210
20 H 3.16514 1.78351 -0.22349  0.207
21 H -0.19657 -0.73906 -2.35184  0.225
22 H 0.08630 3.87908 -1.39400  0.204
23 H -2.55048 -0.39102 -0.33304  0.214

multiplicity: 1
SMILES string: Cc1c[nH]cn1.CCC
charge: 0
gap between HOMO and LUMO: 9.42 eV


Version Q
Entry from the OMol25 dataset: 2 unconnected molecules or ions with the total composition C7H14N2 (ωB97M-V/def2-TZVPD).

Each line ends with the natural charge from an NBO analysis.
Atoms and positions in Å:
1 N 0.94693 0.15197 -1.08101  -0.516
2 N 0.06163 1.88088 0.12020  -0.438
3 C 0.25723 1.37657 -1.15099  0.117
4 C -2.29159 -0.88583 -2.21707  -0.638
5 C 1.51995 0.10083 0.14301  -0.104
6 C 0.84552 1.10067 0.95993  0.098
7 C 1.46005 0.55288 3.27682  -0.593
8 C 0.91712 1.58226 2.37929  -0.445
9 C -1.78387 -2.23022 -2.03510  -0.628
10 H 2.25454 -0.57776 0.33492  0.208
11 H -0.05361 1.91029 2.83167  0.223
12 H -2.34109 -2.96854 -1.56249  0.213
13 H 0.86635 -0.33450 3.47334  0.204
14 H -3.41033 -0.94385 -2.19898  0.217
15 H -0.11249 1.96246 -1.94019  0.212
16 H 2.44637 0.18992 2.81741  0.185
17 H -1.45063 -2.90199 -2.91863  0.196
18 H 1.69067 0.76927 4.28443  0.212
19 H 1.50134 2.45631 2.60098  0.221
20 H -0.84699 -2.31017 -1.60085  0.203
21 H 1.27122 -0.41069 -1.86388  0.420
22 H -1.88493 -0.38498 -3.12606  0.206
23 H -1.86339 -0.08580 -1.52675  0.227

multiplicity: 1
SMILES string: CCc1c[nH]cn1.CC
charge: 0
gap between HOMO and LUMO: 8.98 eV


Version R
Entry from the OMol25 dataset: 2 unconnected molecules or ions with the total composition C7H14N2 (ωB97M-V/def2-TZVPD).

Each line ends with the natural charge from an NBO analysis.
Atoms and positions in Å:
1 N 1.70855 -0.64860 -1.37942  -0.737
2 N 3.33893 -0.64560 0.30241  -0.843
3 C 2.38078 -0.03406 -0.50078  0.464
4 C -1.77906 -0.70087 0.37243  -0.024
5 C -1.35959 -1.92637 0.03981  -0.369
6 C -1.18004 0.50679 -0.28230  -0.214
7 C 2.29430 1.45217 -0.33498  -0.679
8 C -3.12539 -0.50576 1.01407  -0.644
9 C -1.62247 1.75586 -0.18503  -0.412
10 H 3.89148 -0.10494 0.94636  0.391
11 H 3.23722 1.92576 -0.60320  0.227
12 H 3.49042 -1.63848 0.22349  0.390
13 H -0.40831 -2.09991 -0.43276  0.198
14 H -3.05676 0.19717 1.84301  0.217
15 H -0.96974 2.60655 -0.29969  0.194
16 H 2.08136 1.70957 0.70158  0.223
17 H -3.54590 -1.45120 1.34916  0.213
18 H -3.83355 -0.08046 0.30378  0.214
19 H -2.65011 2.01923 0.00760  0.189
20 H 1.48816 1.83086 -0.95374  0.241
21 H -0.30425 0.28003 -0.87629  0.237
22 H -1.97094 -2.80107 0.19283  0.190
23 H 1.89491 -1.64667 -1.44834  0.332

multiplicity: 1
SMILES string: [H]/N=C(/C)N.C=CC(=C)C
charge: 0
gap between HOMO and LUMO: 9.17 eV


Version S
Entry from the OMol25 dataset: 2 unconnected molecules or ions with the total composition C7H14N2 (ωB97M-V/def2-TZVPD).

Each line ends with the natural charge from an NBO analysis.
Atoms and positions in Å:
1 N -0.11082 -0.46476 0.74068  -0.473
2 N 0.95857 1.71465 0.78166  -0.861
3 C -1.53976 1.05781 -0.66188  -0.720
4 C 0.18524 -1.05994 -2.18441  -0.210
5 C 1.23696 -0.45487 -2.21314  -0.274
6 C -1.13741 -0.23873 0.00359  0.360
7 C -2.26222 -1.23645 0.12880  -0.665
8 C 1.08764 0.26025 0.70262  0.077
9 C 2.07806 -0.32406 1.71172  -0.614
10 H -0.61430 -1.73878 -2.31700  0.237
11 H -2.73833 -1.40110 -0.83546  0.204
12 H 3.06375 0.13002 1.60095  0.195
13 H 2.15230 -1.39972 1.57529  0.219
14 H -1.89198 -2.17486 0.53623  0.232
15 H 1.72671 -0.13472 2.72732  0.202
16 H 1.87264 2.14558 0.87029  0.361
17 H 2.05578 0.05394 -2.65528  0.244
18 H 0.42215 1.96327 1.60764  0.355
19 H -1.84386 0.84764 -1.68862  0.218
20 H 1.46196 0.03572 -0.39753  0.204
21 H -2.40410 1.49142 -0.15107  0.222
22 H -3.02741 -0.84781 0.80470  0.224
23 H -0.73155 1.77551 -0.68708  0.262

multiplicity: 1
SMILES string: CC(C)=N[C@H](C)N.C#C
charge: 0
gap between HOMO and LUMO: 9.74 eV


Stability check: which of them is most stable? version P.